1.
DFT (ωB97M-V/def2-TZVPD) results for a 2-piece molecular cluster, C4H12 overall.

The strongest force on any atom is 1.56 eV/Å. The highest occupied orbital energy comes out at -11.5 eV. The charge is 0. The calculated total energy is -159.575943 Ha. For the orbital gap, the calculation gives 12.68 eV.

```
16
Properties=species:S:1:pos:R:3:mulliken_charge:R:1
C 0.6996 -0.0608 -1.9510 -0.74
C -0.2134 -1.1876 -2.4049 -0.81
H 1.3345 -0.3660 -1.1199 0.19
H 1.3232 0.3651 -2.7311 0.33
H 0.1145 0.8277 -1.6739 0.25
H 0.3825 -2.0859 -2.5904 0.26
H -0.8943 -1.5435 -1.6305 0.26
H -0.7680 -0.8313 -3.2705 0.27
C 0.2254 0.0395 2.1723 -0.73
C -0.7435 1.1891 2.1345 -0.85
H 0.8883 0.0593 3.0424 0.32
H -0.2909 -0.9176 2.2689 0.25
H 0.9433 -0.0884 1.3662 0.16
H -1.0653 1.5215 3.1196 0.32
H -0.2766 2.0744 1.6929 0.25
H -1.6593 1.0043 1.5755 0.27
```

2.
DFT (ωB97M-V/def2-TZVPD) results for a 2-piece molecular cluster, C4H12 overall.

The strongest force on any atom is 1.82 eV/Å. The highest occupied orbital energy comes out at -11.6 eV. The charge is 0. The calculated total energy is -159.574986 Ha. For the orbital gap, the calculation gives 12.72 eV.

```
16
Properties=species:S:1:pos:R:3:mulliken_charge:R:1
C 1.9393 0.9309 -0.9092 -0.55
C 2.7742 0.2401 0.1539 -0.87
H 2.0971 1.9970 -0.8840 0.28
H 2.1684 0.6645 -1.9338 0.29
H 0.8861 0.6823 -0.7871 0.01
H 3.7637 -0.0507 -0.2035 0.29
H 2.3305 -0.7035 0.4669 0.27
H 2.8723 0.7928 1.0873 0.28
C -2.2461 -0.7264 1.1068 -0.85
C -2.4704 -0.4780 -0.3677 -0.78
H -2.3973 0.2187 1.6535 0.25
H -2.9747 -1.3508 1.6247 0.32
H -1.2512 -1.0340 1.4269 0.26
H -2.1530 0.5310 -0.6309 0.23
H -1.9600 -1.1922 -1.0076 0.25
H -3.5417 -0.4914 -0.5738 0.32
```

3.
DFT (ωB97M-V/def2-TZVPD) results for a 2-piece molecular cluster, C4H12 overall.

The strongest force on any atom is 2.21 eV/Å. The highest occupied orbital energy comes out at -11.5 eV. The charge is 0. The calculated total energy is -159.563366 Ha. For the orbital gap, the calculation gives 12.65 eV.

```
16
Properties=species:S:1:pos:R:3:mulliken_charge:R:1
C 1.9358 0.9826 -0.0612 -0.80
C 1.8624 0.3605 1.3877 -0.53
H 2.8542 0.6170 -0.5296 0.27
H 1.1272 0.7868 -0.7348 0.17
H 2.1763 2.0320 -0.0754 0.31
H 2.0001 1.1055 2.1686 0.29
H 2.5567 -0.4759 1.4711 0.26
H 0.9036 -0.1502 1.4255 0.03
C -2.6220 -0.7561 -0.8931 -1.06
C -1.1899 -0.5207 -0.3878 -0.66
H -2.9348 -0.3292 -1.8376 0.32
H -2.7978 -1.8322 -0.9746 0.28
H -3.3369 -0.4820 -0.1296 0.29
H -1.2053 -0.5915 0.6951 0.22
H -0.9071 0.4530 -0.7999 0.20
H -0.4227 -1.1998 -0.7244 0.40
```